(1)
Formula: C5H8N2
Source: the Open Molecules 2025 dataset
Level of theory: ωB97M-V/def2-TZVPD

CARTESIAN COORDINATES (ANGSTROEM)
1 H -2.921 0.056 0.332
2 C -1.053 -0.281 -0.743
3 C -1.843 0.132 0.496
4 H 0.871 -1.957 0.432
5 N 0.369 -0.090 -0.505
6 N 2.164 1.079 0.089
7 H -1.596 1.166 0.761
8 C 1.162 -0.934 0.240
9 H -1.220 -1.334 -0.994
10 C 1.019 1.107 -0.545
11 H -1.344 0.311 -1.619
12 H 3.107 -0.515 1.180
13 H 0.596 1.963 -1.059
14 C 2.258 -0.198 0.590
15 H -1.568 -0.504 1.345

Calculated values
E_HOMO: -8.768 eV
HOMO-LUMO gap: 9.712 eV
charge: 0
multiplicity: 1
LUMO level: 0.94 eV

Löwdin population analysis, charges in e, atoms 1 to 4: 0.07 -0.20 -0.08 0.11


(2)
Formula: C2H6O
Source: the Open Molecules 2025 dataset
Level of theory: ωB97M-V/def2-TZVPD

CARTESIAN COORDINATES (ANGSTROEM)
1 H 0.431 -1.201 1.006
2 O 1.333 -0.528 -0.673
3 C 0.130 -0.736 0.052
4 C -0.467 0.690 0.312
5 H -1.509 0.634 0.775
6 H 1.078 -0.024 -1.437
7 H -0.633 -1.413 -0.412
8 H -0.552 1.334 -0.559
9 H 0.190 1.244 0.937

Calculated values
E_HOMO: -10.323 eV
HOMO-LUMO gap: 11.403 eV
charge: 0
multiplicity: 1
LUMO level: 1.08 eV

Löwdin population analysis, charges in e, atoms 1 to 4: 0.11 -0.08 -0.31 -0.10


(3)
Formula: C42H60Cl3GeI2N5O2P2SeY
Source: the Open Molecules 2025 dataset
Level of theory: ωB97M-V/def2-TZVPD

CARTESIAN COORDINATES (ANGSTROEM)
1 H 0.323 1.823 -5.227
2 N 0.171 0.205 -1.720
3 C -4.118 -3.252 -2.477
4 H -2.108 -2.627 0.176
5 C -0.539 -1.766 -5.958
6 H 2.075 -2.318 3.243
7 H 2.968 5.249 -3.980
8 I 3.017 0.847 4.188
9 C 1.962 -2.295 -2.079
10 C -1.768 -5.283 2.043
11 C 2.783 1.837 -4.432
12 C -0.372 1.037 -4.924
13 C -3.259 -1.139 -0.856
14 H 2.983 -2.010 1.740
15 C -4.815 -0.067 1.744
16 H -5.324 0.095 0.800
17 H 0.078 -2.116 -3.906
18 H 2.362 4.641 -1.792
19 H -1.395 1.491 -6.770
20 H 3.830 -4.112 -4.255
21 H 2.440 1.179 -5.236
22 H 0.809 -7.385 -0.488
23 C -0.158 -7.191 -0.018
24 H 3.309 3.417 -5.776
25 H 1.541 -4.222 -0.263
26 H -2.075 1.313 -2.322
27 H -4.209 5.031 -2.257
28 H 0.711 3.291 -3.067
29 C -3.225 -3.487 -1.438
30 C 0.563 -4.090 0.197
31 C -0.395 -1.332 -4.496
32 C 1.237 -6.091 2.645
33 H -4.442 -4.068 -3.113
34 C 4.375 -2.269 -3.244
35 O -0.879 -1.158 4.132
36 C 2.207 -3.525 -2.945
37 H -2.992 -0.776 5.035
38 H -1.449 -2.364 -6.067
39 C -4.372 3.815 -0.496
40 C -3.524 -0.553 4.120
41 C 3.704 -3.649 -3.272
42 C 2.236 -2.636 2.217
43 H -2.761 3.406 -3.445
44 Cl 6.390 1.593 1.475
45 H -5.290 -1.774 -3.500
46 H 4.196 -4.310 -2.554
47 H 4.697 -2.022 -2.230
48 C 4.878 0.367 0.168
49 C 2.698 3.785 -2.378
50 H -1.130 -0.754 -7.796
51 C -1.238 -0.450 3.201
52 C -0.594 -0.530 -6.871
53 C -4.164 -0.917 -1.891
54 C -1.244 0.628 -6.120
55 H 4.338 4.184 -3.749
56 H 1.284 -5.280 3.375
57 H 1.632 -3.432 -3.871
58 H -1.378 -1.165 -4.032
59 H 1.693 3.568 -5.124
60 H 2.549 -3.678 2.184
61 C -2.753 -0.323 2.976
62 C -5.562 -0.278 2.886
63 O -0.439 0.157 2.396
64 H 0.907 -6.994 3.165
65 H 2.244 -6.272 2.261
66 H 5.275 -2.258 -3.861
67 H -4.338 2.430 1.136
68 H 3.972 -0.235 -3.702
69 Ge -0.037 -5.669 1.217
70 H -1.671 -4.458 2.751
71 H 1.837 -4.421 -2.440
72 C -3.129 3.183 -2.450
73 C -3.415 -0.059 1.770
74 C -3.222 1.699 -0.550
75 H 0.300 -2.405 -6.243
76 C -2.762 1.998 -1.835
77 P 1.145 0.158 -2.914
78 I -0.242 3.407 0.917
79 Se 0.529 -2.480 1.296
80 C -4.589 -1.968 -2.695
81 Y 0.454 0.556 0.413
82 H 2.584 -2.368 -1.173
83 H -2.238 0.322 -5.778
84 C 1.544 2.810 -2.531
85 H -6.644 -0.266 2.837
86 H 0.936 -2.222 -1.730
87 C 3.244 4.215 -3.756
88 H -1.001 1.453 -4.124
89 H 3.478 3.292 -1.795
90 N 0.408 -0.110 -4.432
91 C -2.800 -2.438 -0.637
92 H 2.392 2.728 2.433
93 H -5.469 -0.686 4.998
94 C 3.121 1.932 2.347
95 H -2.526 -5.010 1.310
96 H 1.138 2.558 -1.560
97 Cl 5.508 -1.224 0.512
98 C 3.430 -1.170 -3.712
99 N 2.710 1.045 1.249
100 N 1.989 1.587 -3.217
101 H 0.421 -0.240 -7.155
102 H -4.979 4.535 0.042
103 P -2.544 0.181 0.184
104 C -4.017 2.621 0.120
105 H 4.142 2.279 2.234
106 Cl 5.351 1.024 -1.378
107 H -0.470 -8.098 0.507
108 H -0.885 -6.991 -0.809
109 C -4.905 -0.516 4.089
110 H -2.854 -4.490 -1.261
111 H -2.126 -6.164 2.583
112 H -0.139 -3.889 -0.615
113 H 3.102 -1.365 -4.746
114 C -3.938 4.095 -1.783
115 H -4.528 0.085 -2.081
116 C 3.550 0.512 0.473
117 C 2.719 3.297 -4.864
118 N 2.286 -1.066 -2.798
119 H 3.838 1.605 -4.254

Calculated values
E_HOMO: -5.276 eV
HOMO-LUMO gap: 7.299 eV
charge: -1
multiplicity: 1
LUMO level: 2.02 eV

Löwdin population analysis, charges in e, atoms 1 to 4: 0.09 -0.34 -0.10 0.06


(4)
Formula: C19H20BrN3O9Rb
Source: the Open Molecules 2025 dataset
Level of theory: ωB97M-V/def2-TZVPD

CARTESIAN COORDINATES (ANGSTROEM)
1 H -3.615 1.957 -1.208
2 H 4.946 -2.387 3.006
3 C -2.135 1.933 1.052
4 O 2.058 -3.915 2.495
5 H 1.328 -0.971 6.261
6 H 3.768 -4.025 -1.526
7 H -0.036 1.895 1.697
8 C 1.663 -2.732 1.971
9 C 1.492 0.618 3.285
10 O 0.887 2.513 1.883
11 N 3.250 -0.836 -0.663
12 C 3.997 -0.787 0.436
13 O -1.496 -0.118 -2.770
14 C 0.685 2.474 -1.943
15 H -0.512 4.284 -1.861
16 C 1.365 0.462 4.667
17 H -2.571 3.853 0.196
18 H -0.685 0.444 -2.740
19 C -2.373 0.292 -1.743
20 C 1.402 -0.813 5.193
21 C -1.771 3.100 0.103
22 O -1.152 1.240 1.535
23 Rb 0.703 0.606 -0.024
24 C 5.455 -1.800 2.236
25 C -2.701 1.790 -1.786
26 C 3.161 -1.977 -1.302
27 C 1.553 -1.892 4.332
28 C 3.856 -3.125 -0.935
29 H 5.170 -3.933 0.557
30 H -1.979 0.048 -0.743
31 H -0.989 3.150 -3.160
32 O 1.525 2.983 -1.187
33 C 1.724 2.020 2.734
34 O 1.362 -2.626 0.814
35 H -0.821 3.543 0.402
36 C -0.664 3.231 -2.120
37 O -3.318 1.696 1.262
38 C 1.613 -1.639 2.970
39 H 2.038 -4.553 1.771
40 N -1.649 2.621 -1.255
41 H 1.255 1.331 5.299
42 C 4.690 -1.878 0.944
43 N 1.597 -0.407 2.456
44 H -2.889 2.048 -2.834
45 H 4.043 0.177 0.936
46 O 2.713 2.589 3.157
47 O 0.756 1.346 -2.503
48 C 4.625 -3.061 0.211
49 H 1.601 -2.910 4.690
50 H -3.296 -0.282 -1.877
51 H 6.459 -2.209 2.116
52 H 5.531 -0.772 2.587
53 Br 2.003 -2.027 -2.796

Calculated values
E_HOMO: -4.458 eV
HOMO-LUMO gap: 6.380 eV
charge: -1
multiplicity: 1
LUMO level: 1.92 eV

Löwdin population analysis, charges in e, atoms 1 to 4: 0.12 0.08 -0.62 0.10


(5)
Formula: C23H34N4OS
Source: the Open Molecules 2025 dataset
Level of theory: ωB97M-V/def2-TZVPD

CARTESIAN COORDINATES (ANGSTROEM)
1 H 3.241 -5.676 2.700
2 C -3.558 4.168 -1.462
3 C -2.173 2.235 1.444
4 N 0.710 -3.107 -1.561
5 H -1.041 3.594 3.600
6 H -4.543 3.522 0.347
7 C -0.773 4.715 1.767
8 C 4.265 -4.792 0.280
9 H 5.330 -4.877 0.499
10 H -2.864 2.180 2.305
11 H 3.191 -7.394 2.304
12 C -2.190 4.127 -2.153
13 C 2.076 -5.989 0.205
14 C 3.549 -6.106 0.605
15 H -3.171 4.221 3.204
16 H -1.444 4.650 -1.552
17 H -0.593 5.667 2.271
18 H -2.351 5.442 0.524
19 H 4.008 -6.907 0.012
20 H -2.330 1.333 0.843
21 C -1.033 -1.388 -1.672
22 N 2.668 -4.358 -1.514
23 H -4.333 3.824 -2.152
24 H -2.341 0.275 -1.735
25 H -2.997 5.936 2.839
26 C -0.729 2.251 1.938
27 H -2.317 2.098 -2.695
28 C 0.290 -1.815 -1.623
29 C 4.074 -4.436 -1.196
30 C -2.226 4.658 1.280
31 C -3.223 4.962 2.412
32 C 1.948 -5.590 -1.266
33 H -0.553 1.381 2.575
34 H -0.067 2.191 1.075
35 H -1.823 -2.122 -1.659
36 H 4.737 -6.545 2.358
37 H 4.517 -5.214 -1.826
38 H 0.905 -5.432 -1.539
39 C -0.443 3.546 2.687
40 H -4.241 4.987 2.030
41 C 1.319 -0.846 -1.619
42 C 1.045 0.501 -1.665
43 C 1.994 -3.201 -1.514
44 H -2.263 4.614 -3.133
45 H -0.124 4.652 0.892
46 H 1.591 -5.229 0.819
47 H 2.380 -6.367 -1.906
48 H 3.853 -3.991 0.897
49 C -1.307 -0.037 -1.726
50 O 0.273 3.171 -1.267
51 N -2.424 3.387 0.602
52 C -0.534 2.385 -1.728
53 H 0.609 3.587 2.976
54 C 3.689 -6.453 2.084
55 C -0.283 0.915 -1.732
56 H 1.564 -6.938 0.370
57 H -3.698 2.240 -0.521
58 C -3.616 3.285 -0.206
59 H 4.554 -3.484 -1.430
60 S 2.871 -1.639 -1.534
61 H 1.827 1.243 -1.646
62 H -3.781 5.205 -1.211
63 N -1.693 2.783 -2.302

Calculated values
E_HOMO: -7.837 eV
HOMO-LUMO gap: 8.574 eV
charge: 0
multiplicity: 1
LUMO level: 0.74 eV

Löwdin population analysis, charges in e, atoms 1 to 4: 0.08 -0.16 -0.18 0.11